No. 1
55
Properties=species:S:1:pos:R:3 method="wB97M-V/def2-TZVPD" e_above_lowest_ev=0.004 total_charge=-1 lumo_energy_ev=2.21 gap_ev=6.26 molar_mass_g_mol=568.91
Cd -0.8224 1.0168 0.5761
N -0.7108 3.0896 1.6434
C -0.8063 3.1694 3.1081
C -1.6778 2.0268 3.6276
C -0.8955 0.6991 3.5106
O -0.0495 0.4743 4.3872
O -1.1492 -0.0366 2.4981
H -0.0078 3.7147 1.2717
H -1.6026 3.3779 1.2204
H -1.2189 4.1353 3.4246
H 0.1898 3.0752 3.5471
H -2.5983 1.9735 3.0422
H -1.9143 2.1917 4.6785
O -2.9052 3.4502 -0.2140
C -2.7648 2.3673 -0.8051
O -2.8264 1.2116 -0.2629
C -2.4586 2.3739 -2.2852
C -3.4488 2.6725 -3.2088
C -3.1960 2.6461 -4.5731
C -1.9225 2.3160 -5.0154
C -0.9188 2.0389 -4.1021
C -1.1493 2.0776 -2.7193
S 0.2155 1.8210 -1.6428
H -4.4397 2.9322 -2.8521
H -3.9821 2.8839 -5.2798
H -1.7098 2.2777 -6.0785
H 0.0805 1.7961 -4.4430
O 2.2877 -4.2819 -2.9638
C 1.1311 -3.6046 -3.4250
C 0.5446 -2.7596 -2.3304
C -0.7331 -2.2314 -2.4700
C -1.2140 -1.3862 -1.4897
N -0.5138 -1.0693 -0.4049
C 0.6972 -1.5989 -0.2416
C 1.2636 -2.4463 -1.1896
C 1.4659 -1.2354 0.9804
C 2.1360 -2.2236 1.6870
C 2.8884 -1.8707 2.8006
C 3.6044 -2.9184 3.6157
O 3.0111 -4.2041 3.5416
C 2.9516 -0.5327 3.1427
C 2.2279 0.3828 2.3953
N 1.4993 0.0523 1.3396
H 2.7634 -4.6307 -3.7196
H 0.3769 -4.3189 -3.7746
H 1.3776 -2.9431 -4.2642
H -1.3356 -2.4518 -3.3425
H -2.1853 -0.9107 -1.5717
H 2.2654 -2.8270 -1.0524
H 2.0592 -3.2587 1.3813
H 3.6707 -2.5813 4.6560
H 4.6240 -3.0409 3.2437
H 2.0715 -4.1061 3.7311
H 3.5107 -0.2074 4.0105
H 2.2431 1.4321 2.6609



No. 2
10
Properties=species:S:1:pos:R:3 method="wB97M-V/def2-TZVPD" e_above_lowest_ev=2.466 smiles=Oc1ccn[nH]1 lumo_energy_ev=0.58 gap_ev=9.05 molar_mass_g_mol=84.08
O 1.8460 -0.1672 -0.4694
C 0.7051 -0.1462 0.2765
C -0.3841 -0.8687 -0.1391
C -1.4047 0.0880 -0.1657
N -1.0547 1.2175 0.4356
N 0.2501 1.0528 0.7483
H 2.0140 -1.0610 -0.7828
H -0.3060 -1.8547 -0.5679
H -2.3178 0.0299 -0.7395
H 0.6521 1.7096 1.4041



No. 3
98
Properties=species:S:1:pos:R:3 method="wB97M-V/def2-TZVPD" e_above_lowest_ev=8.318 lumo_energy_ev=-0.04 gap_ev=8.34 molar_mass_g_mol=696.69
C 3.7842 -3.7259 2.1198
O 2.4430 -3.5904 1.8564
H 3.8920 -3.7549 3.2040
H 4.3556 -4.5686 1.7305
H 4.1961 -2.7549 1.8448
H 2.3772 -2.6617 1.6222
C 4.1531 -1.8611 -1.2479
O 4.4719 -0.7340 -0.4615
H 4.8737 -2.5866 -0.8704
H 3.2014 -2.3233 -0.9856
H 4.3564 -1.7564 -2.3137
H 3.8624 -0.0405 -0.7242
C -1.4850 -3.1182 -2.4008
O -0.6458 -2.7531 -3.5273
H -2.5653 -3.1046 -2.5459
H -1.2934 -4.1910 -2.3839
H -1.0504 -2.7416 -1.4749
H 0.2751 -2.8874 -3.2915
C -0.6416 2.9027 3.4593
O -0.1658 1.9408 2.8302
N -1.8732 3.1606 3.6209
N 0.0899 3.6624 4.1926
H -2.5425 2.4314 3.4199
H -2.1294 3.8029 4.3570
H -0.2907 4.4053 4.7613
H 1.0509 3.3809 4.3244
C 0.3510 -0.2418 -0.6683
O 1.2893 -0.7098 -0.1277
N 0.1579 -0.2335 -1.8983
N -0.5992 0.4870 -0.0856
H -0.5919 0.2485 -2.3733
H 0.9462 -0.5707 -2.4321
H -1.2196 0.9986 -0.6968
H -0.6404 0.6397 0.9119
C -3.1613 3.2287 -0.4195
O -2.9139 2.4399 -1.2724
N -2.9875 3.1605 0.8489
N -3.7276 4.3425 -0.7565
H -2.4978 2.3436 1.1849
H -2.8896 4.0313 1.3512
H -3.9716 4.4255 -1.7330
H -4.0459 5.1198 -0.1955
C 3.1289 -0.6891 -5.5864
O 3.0049 -1.5310 -6.3964
N 2.1872 -0.2588 -4.8126
N 4.2561 -0.4741 -4.9339
H 2.3408 0.3995 -4.0622
H 1.2113 -0.4666 -4.9695
H 4.2918 0.2104 -4.1920
H 5.1576 -0.8613 -5.1734
C -1.9969 1.4745 -4.5539
O -1.6401 0.7629 -3.6011
N -2.7299 2.5794 -4.4331
N -1.6752 1.1868 -5.7477
H -2.9706 2.9320 -5.3485
H -3.3503 2.8176 -3.6725
H -1.9647 1.8589 -6.4439
H -1.1395 0.3484 -5.9213
C -1.6268 -3.6204 1.3296
O -2.5272 -3.0155 0.8188
N -0.3894 -3.2960 1.5511
N -1.9093 -4.6980 1.9717
H -0.0271 -2.4503 1.1344
H 0.1172 -3.8935 2.1887
H -1.1616 -5.1966 2.4326
H -2.8517 -5.0586 2.0159
C 3.1518 2.3150 -1.8866
O 3.3392 1.2428 -2.3839
N 4.0734 3.1439 -1.9190
N 2.0479 2.9066 -1.7096
H 4.8899 2.9932 -2.4940
H 3.9029 4.0656 -1.5428
H 1.2883 2.2522 -1.8318
H 1.9260 3.6436 -1.0298
C -4.3805 -0.1419 1.3458
O -5.2416 0.6753 1.7644
N -3.5284 0.0879 0.3898
N -4.4166 -1.3620 1.7114
H -3.5007 0.9252 -0.1744
H -2.8595 -0.6215 0.1266
H -3.5985 -1.9352 1.8603
H -5.0350 -1.5895 2.4768
C -2.2462 -0.4543 4.0346
O -2.8538 0.6324 3.9310
N -2.6952 -1.6013 4.3155
N -0.9765 -0.6658 3.7386
H -3.6459 -1.5530 4.6531
H -1.9725 -2.3022 4.3968
H -0.5292 0.1747 3.4018
H -0.7209 -1.5504 3.3235
C 2.9472 0.2274 3.2083
O 3.9755 -0.2333 2.9168
N 2.6391 0.6385 4.4403
N 1.8888 0.3503 2.4609
H 3.2645 0.3328 5.1721
H 1.7763 1.0867 4.7138
H 1.1816 1.0228 2.7212
H 1.9749 -0.0094 1.5210



No. 4
10
Properties=species:S:1:pos:R:3 method="wB97M-V/def2-TZVPD" e_above_lowest_ev=2.262 total_charge=-1 lumo_energy_ev="3.93 / 1.07" gap_ev="5.22 / 5.93" s2=2.006 molar_mass_g_mol=120.02 spin_multiplicity=3
C 0.3794 -1.5313 -1.7520
C 0.0266 0.0033 0.3343
N 0.4592 0.0323 1.5559
O -0.7126 0.6413 -0.3525
O 0.9627 -2.4157 -2.3865
O 0.6185 -1.3090 -0.4383
P -0.1637 1.3841 2.2501
H -0.2780 -0.8371 -2.1759
H 0.1835 2.4090 1.3923
H -1.4757 1.6231 1.5726



No. 5
15
Properties=species:S:1:pos:R:3 method="wB97M-V/def2-TZVPD" e_above_lowest_ev=1.956 smiles="C=NCC(=C)C" lumo_energy_ev=1.08 gap_ev=10.19 molar_mass_g_mol=83.13
C -1.4671 -0.8041 -0.5968
C -0.0027 -0.5620 -0.3377
C 0.5802 1.7580 0.9039
N 1.3238 0.7594 1.1284
C 0.5228 -0.4752 1.0940
C 0.8495 -0.3121 -1.3321
H -1.7148 -1.8686 -0.6382
H -1.7632 -0.3426 -1.5459
H -2.0906 -0.3518 0.1863
H 0.9921 2.7034 0.5797
H -0.5158 1.6881 0.9147
H -0.2763 -0.4536 1.8507
H 1.1441 -1.3533 1.3033
H 0.5681 -0.4524 -2.3681
H 1.8499 0.0668 -1.1421



No. 6
42
Properties=species:S:1:pos:R:3 method="wB97M-V/def2-TZVPD" lumo_energy_ev="-0.48 / -0.42" gap_ev="7.82 / 7.95" s2=3.754 molar_mass_g_mol=462.62 spin_multiplicity=4
C 2.9886 2.6245 0.1230
C 2.7019 2.5812 -1.2889
C 1.3026 2.3283 -1.4396
H 3.4027 2.7109 -2.1201
C 0.7336 2.1701 -0.1276
C 1.7583 2.4704 0.8184
H 1.6605 2.6780 1.8880
H 3.9798 2.7549 0.5861
H 0.8064 2.3807 -2.4104
H -0.3272 2.0127 0.1153
C 2.5426 -2.0651 0.6708
C 3.7374 -1.3442 0.9364
C 3.4339 -0.3189 1.8829
H 4.6739 -1.4665 0.3550
C 2.0210 -0.3673 2.0965
C 1.4691 -1.4037 1.3113
H 0.4162 -1.7065 1.3650
H 2.5801 -3.0385 0.1971
H 4.1599 0.2287 2.4576
H 1.4937 0.2591 2.8272
Er 2.5597 0.3243 -0.4190
O -1.5828 -0.0945 -0.0932
C -1.8378 -0.3393 -1.5359
C -2.8924 0.2312 -0.6211
H -1.3257 0.3794 -2.1963
H -1.9408 -1.4137 -1.7843
H -3.1311 1.3043 -0.7121
H -5.5051 0.9247 -0.1150
C -5.3536 -0.1594 -0.0446
C -4.0286 -0.6435 -0.2173
C -3.8384 -2.0393 -0.0822
H -2.8427 -2.4626 -0.1974
C -4.9142 -2.9000 0.2039
H -4.7216 -3.9685 0.3255
C -6.1967 -2.3892 0.3269
H -7.0291 -3.0485 0.5368
C -6.4367 -1.0193 0.1863
H -7.4420 -0.6054 0.2577
O 6.1440 2.2854 -1.0647
C 5.7450 1.1244 -1.0376
O 4.5493 0.5995 -1.3223
H 6.4864 0.4211 -0.6380



No. 7
12
Properties=species:S:1:pos:R:3 method="wB97M-V/def2-TZVPD" e_above_lowest_ev=0.012 smiles="O=C1CCCO1" lumo_energy_ev=0.87 gap_ev=11.15 molar_mass_g_mol=86.09
O -1.2306 -1.6860 1.5823
C -0.7127 -0.9672 0.7743
C -0.3288 0.4996 0.9058
C 0.7517 0.6387 -0.1610
C 0.1850 -0.3031 -1.2197
O -0.3701 -1.3932 -0.4703
H -1.2096 1.0983 0.6383
H -0.0429 0.7440 1.9293
H 0.9054 1.6569 -0.5262
H 1.7069 0.2514 0.2113
H 0.9161 -0.7087 -1.9211
H -0.6249 0.1818 -1.7796



No. 8
8
Properties=species:S:1:pos:R:3 method="wB97M-V/def2-TZVPD" e_above_lowest_ev=2.036 total_charge=-1 lumo_energy_ev="3.12 / 3.68" gap_ev="8.26 / 7.66" molar_mass_g_mol=112.09
N -0.8309 0.6231 -0.2329
O -4.1316 0.4624 -1.1723
O -2.9472 -1.3546 -0.0162
O -3.9984 0.4527 1.2781
O -0.1286 1.6540 0.1366
S -3.4292 0.0152 0.0139
H -2.0037 0.7416 -0.1747
H -0.7272 -0.1363 0.4705